2 unconnected molecules or ions with the total composition CH6NPS at a distorted geometry, computed with ωB97M-V/def2-TZVPD.

LUMO level: -0.33 eV
maximum force: 4.3 eV/Å
frontier orbital gap: 7.60 eV
E: -835.72204 hartree
energy above the lowest of the compared OMol25 structures with the same formula, charge and spin: 175.82 kcal per mole

CARTESIAN COORDINATES (ANGSTROEM)
1 C 0.30 1.48 -0.15
2 N 0.31 -1.68 -0.39
3 P -2.34 -0.19 0.25
4 S -0.43 0.04 -0.41
5 H 0.37 1.92 0.88
6 H 1.27 1.62 -0.61
7 H -0.30 -2.41 -0.59
8 H 0.87 -1.81 0.37
9 H -2.81 1.67 -0.56
10 H -0.51 0.26 -1.84

Let us look at the Löwdin charges, expressed in e, one per atom: -0.418, -0.172, 0.269, 0.267, 0.031, 0.002, -0.013, -0.018, 0.000, 0.052